Entry from the OMol25 dataset: 2 unconnected molecules or ions with the total composition C3H11NS in a non-equilibrium geometry (ωB97M-V with the def2-TZVPD basis set).

Each line ends with the natural charge from an NBO analysis.
Positions of all 16 atoms, in Å:
C 1.1452 -0.8489 0.7007  -0.42
N 1.0398 0.6038 0.4735  -0.64
C 1.6045 1.0062 -0.8207  -0.41
H 1.3838 -1.0437 1.7465  0.20
H 1.8917 -1.3064 0.0538  0.18
H 0.1640 -1.2959 0.5282  0.19
H 1.3947 1.1432 1.2475  0.37
H 1.0250 0.5348 -1.6094  0.20
H 1.4734 2.0872 -0.9200  0.20
H 2.6770 0.8027 -0.8704  0.17
C -2.5740 -0.6701 -0.2290  -0.74
S -2.3029 0.9793 0.4731  -0.12
H -3.6074 -0.6773 -0.5764  0.22
H -2.4725 -1.4899 0.4800  0.21
H -1.9263 -0.8220 -1.0882  0.21
H -0.9160 0.9969 0.4108  0.18

For the calculated total energy, the calculation gives -15614.0398 eV. For the gap between HOMO and LUMO, the calculation gives 9.43 eV. Its structure (SMILES) is CNC.CS. The energy relative to the best compared isomer or geometry (same formula, charge and spin) is 0.711 eV.